This record from OMol25 describes the molecule C2HN3OS in a non-equilibrium geometry. The level of theory is the ωB97M-V functional and the def2-TZVPD basis.

gap between HOMO and LUMO: 10.988 eV
E_HOMO: -12.095 eV
lowest unoccupied orbital energy: -1.108 eV
net charge: 0
E: -19438.3653 eV
ΔE to the lowest compared entry with this formula, charge and spin: 210.30 kJ/mol

Last column: Mulliken charge in e.
Atoms and positions in Å:
N (-2.86, -2.32, -0.34)  -0.307
C (-2.28, -1.36, -0.14)  0.196
S (-1.17, 0.13, 0.41)  0.811
N (0.08, 0.24, -0.40)  -0.523
O (-1.21, 0.07, 1.86)  -0.479
C (-2.24, 1.45, -0.24)  0.265
N (-3.14, 2.03, -0.64)  -0.259
H (0.74, -0.54, -0.34)  0.297


This record from OMol25 describes the ion C2HN4S with charge -1 in a non-equilibrium geometry. The level of theory is the ωB97M-V functional and the def2-TZVPD basis.

gap between HOMO and LUMO: 7.971 eV
E_HOMO: -4.615 eV
lowest unoccupied orbital energy: 3.356 eV
net charge: -1
E: -18885.6975 eV
ΔE to the lowest compared entry with this formula, charge and spin: 0.00 kJ/mol

Last column: Mulliken charge in e.
Atoms and positions in Å:
S (-1.83, -0.23, -2.06)  -0.350
C (-0.48, -0.63, -1.17)  -0.150
C (-0.06, 0.00, -0.03)  0.361
N (1.09, -0.41, 0.66)  -0.202
N (1.22, 0.29, 1.68)  -0.399
N (0.25, 1.26, 1.68)  -0.326
N (-0.51, 1.13, 0.64)  -0.228
H (0.31, -1.40, -1.41)  0.295


This record from OMol25 describes a cluster of 2 separate species, C2HNO in total in a non-equilibrium geometry. The level of theory is the ωB97M-V functional and the def2-TZVPD basis.

gap between HOMO and LUMO: 9.547 eV
E_HOMO: -10.684 eV
lowest unoccupied orbital energy: -1.137 eV
net charge: 0
E: -5623.4182 eV
ΔE to the lowest compared entry with this formula, charge and spin: 305.05 kJ/mol

Last column: Mulliken charge in e.
Atoms and positions in Å:
O (-0.38, 1.69, -0.79)  -0.153
C (-0.21, 0.58, -0.98)  0.386
C (0.21, -0.69, 0.81)  -0.358
N (0.39, -1.07, 1.90)  -0.324
H (-0.01, -0.51, -0.95)  0.449